{
  "formula": "C16H12IN3O2",
  "method": "ωB97M-V with the def2-TZVPD basis set",
  "gap_ev": 7.392,
  "smiles": "O=C(NNc1ccc(I)cc1)C(=O)c1c[nH]c2ccccc12",
  "symbols": ["I", "O", "O", "N", "N", "N", "C", "C", "C", "C", "C", "C", "C", "C", "C", "C", "C", "C", "C", "C", "C", "C", "H", "H", "H", "H", "H", "H", "H", "H", "H", "H", "H", "H"],
  "positions_angstrom": [[1.4189, 7.5490, 2.9776], [1.1985, -0.6247, -0.3301], [-2.0527, 0.0161, 0.6876], [-2.5425, -3.2311, -1.9673], [1.3204, 2.1655, -0.4961], [0.1669, 1.3461, -0.4036], [-0.1441, -3.6504, 0.7427], [1.4284, 3.4843, -0.0104], [2.6868, 4.9088, 1.4558], [-1.7069, -4.0250, -1.1378], [-1.6392, -1.8324, -0.3720], [0.4822, 5.5843, 0.8033], [0.2587, -4.9828, 0.5778], [2.6188, 3.7846, 0.6468], [-1.3305, -5.3521, -1.2311], [-1.1231, -0.6731, 0.2370], [-2.4818, -1.9029, -1.4394], [1.6226, 5.8545, 1.5991], [-1.1399, -3.1399, -0.1775], [-0.3047, -5.8478, -0.3794], [0.0987, -0.0053, -0.1380], [0.3417, 4.3554, 0.1068], [3.6651, 5.0908, 1.9481], [0.9094, -5.3637, 1.3713], [-2.9583, -1.0886, -1.9808], [0.2608, -2.9516, 1.4861], [-0.7005, 1.7132, -0.0722], [-1.7667, -5.9409, -2.0177], [2.2061, 1.6264, -0.3482], [3.4958, 3.1300, 0.5244], [-0.6521, 4.1665, -0.3427], [-3.1710, -3.5874, -2.7517], [-0.1574, -6.8933, -0.4018], [-0.3083, 6.3177, 0.8334]],
  "atomic_forces_ev_per_a": [[0.6, -1.3, -1.0], [-2.8, 0.4, 0.9], [1.4, 0.7, 0.8], [-0.2, 0.5, 0.6], [1.3, -1.5, -0.7], [-2.2, -0.5, 1.1], [-1.2, 0.2, -1.8], [-1.8, -1.3, 1.3], [0.9, 1.5, 0.7], [-0.1, 1.6, -0.1], [0.9, -3.2, -1.3], [1.0, -0.5, 0.9], [-0.3, 0.5, 1.2], [0.3, 0.8, 0.0], [1.1, -0.3, 0.5], [-5.1, 3.2, -0.1], [-0.7, -1.0, -1.5], [-0.6, -1.1, -1.1], [1.7, -2.3, 0.8], [-2.1, 2.1, -0.5], [8.6, 0.3, -1.8], [-0.2, 1.1, -0.2], [-0.9, -0.1, -0.1], [0.1, -0.1, -0.6], [0.0, -0.3, 0.3], [0.0, -0.6, -0.3], [-0.3, 1.5, 0.1], [-0.1, -0.5, 0.0], [-1.7, 0.2, -0.2], [-0.5, 0.3, 0.3], [0.9, -0.1, 0.1], [1.4, 1.0, 1.8], [0.7, -0.8, 0.0], [-0.3, -0.2, -0.1]],
  "mulliken_charge": [0.0595, -0.6813, -0.5821, -0.0608, -0.3853, -0.1202, -0.2659, 0.8257, -0.0619, -0.5034, 0.6675, -0.3688, -0.6515, -0.5415, -0.6668, 0.3875, -0.5399, -0.5089, 0.7606, -0.5719, 0.3697, -0.5829, 0.3137, 0.3263, 0.4062, 0.3882, 0.3009, 0.3600, 0.2875, 0.2910, 0.3225, 0.2547, 0.4151, 0.3565]
}

=====

{
  "formula": "C16H12N2",
  "method": "ωB97M-V with the def2-TZVPD basis set",
  "gap_ev": 3.677,
  "e_above_lowest_kcal_mol": 74.6,
  "symbols": ["N", "N", "C", "C", "C", "C", "C", "C", "C", "C", "C", "C", "C", "C", "C", "C", "C", "C", "H", "H", "H", "H", "H", "H", "H", "H", "H", "H", "H", "H"],
  "positions_angstrom": [[5.2717, 1.1286, -2.0992], [-3.2992, 1.5378, -2.1131], [-1.9255, 0.6742, 1.7197], [-0.0623, 0.0438, -2.0738], [-2.4074, 0.7665, -2.0600], [-0.4203, -1.9177, 2.5695], [0.1339, -0.9613, 3.4118], [-2.0681, -0.6086, 1.2012], [2.7183, 0.6104, -2.0973], [-1.3929, -1.7617, 1.5864], [0.9121, -1.0060, -2.0980], [-1.0825, 1.1164, 2.7333], [4.1226, 0.8977, -2.0978], [1.7813, 1.6559, -2.1020], [-0.1612, 0.3957, 3.4838], [0.4206, 1.3915, -2.1040], [2.2668, -0.7219, -2.0967], [-1.4441, -0.2337, -2.0224], [-1.6883, -2.6788, 1.0634], [-0.0308, -2.9350, 2.6917], [-2.8305, -0.7318, 0.4255], [-1.7826, -1.2671, -2.1002], [3.0019, -1.5297, -2.0925], [-2.5844, 1.4361, 1.2862], [0.5566, -2.0407, -2.1001], [-1.1473, 2.1853, 2.9660], [-0.2983, 2.2157, -2.1134], [0.9019, -1.3197, 4.1068], [2.1317, 2.6897, -2.1011], [0.4065, 0.9683, 4.2260]],
  "atomic_forces_ev_per_a": [[-2.3, -0.5, 0.0], [1.7, -1.2, 0.3], [0.0, 0.7, 0.3], [0.6, 0.3, -0.1], [-2.2, 1.3, -0.3], [-0.2, -0.7, -0.6], [0.3, 0.8, 0.5], [-0.5, -0.1, -0.8], [0.0, -0.1, 0.0], [0.3, -0.6, 0.3], [-0.1, 0.4, 0.2], [-0.5, 0.6, -0.6], [2.1, 0.4, 0.0], [-0.4, 0.1, 0.0], [0.6, -0.6, 0.4], [0.4, -0.3, 0.2], [-0.2, -0.1, 0.0], [0.3, -0.7, 0.5], [0.2, 0.4, 0.2], [-0.2, 0.4, 0.0], [0.3, 0.1, 0.3], [0.0, 0.3, 0.0], [-0.2, 0.2, 0.0], [0.3, -0.3, 0.1], [0.2, 0.3, 0.0], [0.0, -0.4, -0.1], [0.3, -0.3, 0.0], [-0.3, 0.1, -0.3], [-0.1, -0.3, 0.0], [-0.2, -0.2, -0.3]],
  "mulliken_charge": [-0.5490, -0.6414, -0.1783, 1.1273, 0.1207, -0.2952, -0.2504, -0.1859, 0.4226, -0.0894, -0.7347, -0.2678, 0.0335, -0.6057, -0.2367, -0.5796, -0.5309, -0.6734, 0.3167, 0.3029, 0.3341, 0.4013, 0.4113, 0.3298, 0.3313, 0.3093, 0.3597, 0.3041, 0.4070, 0.3068]
}

=====

{
  "formula": "C16H12N4",
  "method": "ωB97M-V with the def2-TZVPD basis set",
  "gap_ev": 8.191,
  "smiles": "N#Cc1cc(-c2ccccc2)n(-c2ccncc2)c1N",
  "e_above_lowest_kcal_mol": 0.2,
  "symbols": ["N", "N", "N", "N", "C", "C", "C", "C", "C", "C", "C", "C", "C", "C", "C", "C", "C", "C", "C", "C", "H", "H", "H", "H", "H", "H", "H", "H", "H", "H", "H", "H"],
  "positions_angstrom": [[0.6285, 3.4985, -1.9962], [-3.3241, 1.3976, 0.5662], [-4.9073, -1.7669, 2.0938], [-1.0257, 0.3805, 0.2900], [-0.3601, 2.6956, 0.0192], [0.9454, -1.3463, 0.3328], [0.0689, 1.1875, -1.7723], [3.6158, -2.3072, 0.0683], [-2.6431, -0.8240, 1.2940], [-2.3591, 0.3984, 0.7606], [0.5829, 2.2406, -2.4927], [-0.4128, 1.3809, -0.4870], [2.0656, -0.5026, 0.4392], [1.1915, -2.7192, 0.0969], [-3.9069, -1.2760, 1.7532], [3.3728, -0.9654, 0.3349], [-0.4398, -0.8659, 0.5695], [2.5437, -3.1941, -0.0391], [-1.4102, -1.6157, 1.1883], [0.2152, 3.7018, -0.7533], [4.2038, -0.2715, 0.3849], [-4.2633, 1.2026, 0.8893], [0.8500, 2.0966, -3.5386], [4.6450, -2.6211, -0.0629], [1.9307, 0.5487, 0.7059], [2.6656, -4.2647, -0.2243], [-3.1923, 1.9735, -0.2881], [0.2377, 4.7180, -0.3787], [0.3536, -3.4089, -0.0262], [-1.2596, -2.6279, 1.5311], [0.0867, 0.2426, -2.2610], [-0.6994, 2.9141, 1.0020]],
  "atomic_forces_ev_per_a": [[0.5, -0.5, -0.7], [2.0, 0.7, -1.0], [1.3, 0.9, -0.4], [-0.7, 0.1, 0.3], [0.6, -0.8, -0.7], [0.5, -0.1, -0.1], [0.2, -0.4, 0.0], [-0.3, -0.2, 0.0], [1.7, -1.1, 0.2], [-0.5, 0.2, -1.0], [-0.5, 1.5, 0.6], [-0.3, 2.0, 0.2], [-0.1, 0.4, 0.5], [1.4, 0.3, -0.3], [-1.1, -0.9, 0.4], [-0.5, -0.1, -0.5], [-1.2, -1.2, 0.6], [-1.7, 0.5, 0.2], [-0.4, 0.5, -0.1], [-0.7, -0.6, -0.3], [-0.1, 0.0, 0.2], [0.3, -0.1, -0.3], [0.2, 0.1, 0.3], [-0.1, -0.2, 0.0], [-0.1, -0.3, -0.2], [0.2, 0.4, 0.0], [-0.5, -0.7, 1.1], [0.2, 0.0, 0.0], [0.3, 0.2, 0.1], [-0.1, 0.1, 0.1], [-0.2, -0.8, 0.0], [-0.3, 0.1, 0.7]],
  "mulliken_charge": [-0.6017, -0.4681, -0.5509, 0.4527, -0.1161, 0.4289, -0.1501, -0.3741, -0.1041, 0.7927, -0.3975, -0.3591, -0.0558, -0.4740, -0.2954, -0.6557, 0.0285, -0.6242, -0.6559, -0.3667, 0.3866, 0.2421, 0.3733, 0.3738, 0.3199, 0.3566, 0.2051, 0.3713, 0.4145, 0.5751, 0.4427, 0.4855]
}

=====

no.,E (eV)
1,-33449.341
2,-19762.622
3,-22746.521